124
Properties=species:S:1:pos:R:3:forces:R:3 method="wB97M-V/def2-TZVPD" homo_lumo_gap_ha="0.25797 / 0.24883" spin_multiplicity=4 homo_ev="-7.16 / -7.17" s_squared=3.7635
Co 0.211890 -0.159479 0.151591 -1.3 -0.2 -1.5
C 0.410194 -0.736091 3.919383 -0.1 0.1 -0.3
P 1.093193 -0.859944 2.224050 0.7 -0.4 1.0
C 1.764412 -2.571915 2.319423 -0.2 0.1 -0.1
C 2.678364 0.070812 2.324906 0.0 0.1 -0.2
C 3.258084 0.475358 3.523209 0.0 -0.1 0.0
C 4.464236 1.161969 3.529379 0.0 0.0 0.0
C 5.103632 1.456990 2.335468 0.0 0.0 0.0
C 4.540514 1.051684 1.134139 0.0 0.0 0.0
C 3.334013 0.363070 1.116696 0.0 0.0 0.0
P 2.557471 -0.332220 -0.390816 1.1 0.3 0.1
C 3.823157 -1.636976 -0.719109 -0.4 -0.1 -0.1
C 2.934291 0.745562 -1.819163 -0.2 -0.1 0.2
H 0.065360 0.279692 4.118129 0.0 0.0 0.0
H 1.141440 -1.047677 4.663169 0.0 0.0 0.0
H -0.449448 -1.404123 3.975204 0.1 0.1 0.0
H 2.562135 -2.605814 3.060415 0.0 0.0 0.0
H 2.152880 -2.883839 1.351404 0.0 0.0 0.0
H 0.967040 -3.257739 2.609874 0.0 0.0 0.0
H 2.772232 0.270500 4.468100 0.0 0.0 0.0
H 4.897574 1.477649 4.469569 0.0 0.0 0.0
H 6.039284 2.001103 2.341621 0.0 0.0 0.0
H 5.053370 1.275589 0.205952 0.0 0.0 0.0
H 4.784650 -1.148667 -0.876434 0.0 0.0 0.0
H 3.550825 -2.188396 -1.619406 0.0 0.0 0.0
H 3.910687 -2.329479 0.116379 0.0 0.0 0.0
H 3.915326 1.211216 -1.735616 0.0 0.0 0.0
H 2.164184 1.503770 -1.940674 0.0 0.1 0.0
H 2.920076 0.101127 -2.700104 0.0 0.0 0.0
O -1.113185 -2.058227 -6.613606 0.1 -0.1 -0.2
C -0.118572 -2.511159 -6.032736 0.1 0.4 0.8
O 0.784803 -3.300253 -6.348806 -0.1 -0.1 -0.2
C 0.035535 -1.965536 -4.554298 -0.1 -0.4 -0.8
C 0.681972 -2.747569 -3.604037 0.1 0.1 0.3
C 0.769067 -2.287667 -2.304488 0.1 -0.1 -0.2
N 0.245731 -1.120271 -1.918993 0.0 -0.1 0.6
C -0.332739 -0.349397 -2.840791 0.0 0.2 -0.2
C -0.462672 -0.730268 -4.167455 0.1 0.1 0.4
C -0.865447 0.977667 -2.327260 0.0 -0.3 -0.4
O -1.319838 1.790490 -3.113370 0.0 0.0 0.3
O -0.805712 1.094106 -1.044039 0.0 0.2 0.4
H 1.111377 -3.697385 -3.894980 0.0 0.0 -0.1
H 1.279694 -2.867409 -1.539709 -0.1 0.1 -0.1
H -0.954034 -0.067582 -4.865599 0.0 -0.1 -0.1
C 1.800166 3.341322 1.946661 -0.1 -0.3 0.1
P 0.555292 2.416964 0.937101 0.2 0.7 0.3
C -0.923490 2.681463 1.986676 -0.1 -0.1 -0.1
C -2.190326 2.503478 1.428802 0.0 -0.1 0.0
C -3.332555 2.778697 2.163543 0.0 0.0 0.1
C -3.229836 3.167060 3.491464 0.0 0.0 0.0
C -1.979456 3.249399 4.085780 0.0 0.0 0.0
C -0.833070 3.017431 3.338958 0.0 0.0 -0.1
C 0.447512 3.671804 -0.401295 0.0 -0.1 -0.1
C 1.650027 3.986057 -1.038119 0.0 0.0 0.0
C 1.680859 4.836041 -2.131605 0.1 0.0 0.0
C 0.503491 5.392569 -2.605937 0.0 0.0 0.0
C -0.689384 5.112100 -1.961742 -0.1 0.0 -0.1
C -0.721532 4.258289 -0.871378 0.0 -0.1 0.1
H 1.389038 4.315960 2.206055 0.0 0.0 0.0
H 2.711918 3.483373 1.374731 0.0 0.0 0.0
H 2.060275 2.799407 2.850758 0.0 -0.1 0.1
H -2.254583 2.145075 0.410035 -0.1 0.1 -0.1
H -4.307660 2.686147 1.701894 0.0 0.0 0.0
H -4.119958 3.394703 4.064142 0.0 0.0 0.0
H -1.890090 3.509486 5.133149 0.0 0.0 0.0
H 0.127733 3.115057 3.825052 0.0 0.0 0.0
H 2.579410 3.562618 -0.676203 0.0 0.0 -0.1
H 2.624472 5.051497 -2.617219 0.0 0.0 0.0
H 0.517081 6.035707 -3.475802 0.0 0.0 0.0
H -1.613692 5.536282 -2.331158 0.0 0.0 0.0
H -1.668155 4.051720 -0.396285 0.0 0.0 0.0
O -1.867323 -1.240985 0.455990 0.7 0.5 0.2
P -3.127277 -2.037879 0.310272 -0.9 -1.0 -0.1
C -2.777810 -3.797587 -0.133568 0.0 0.4 0.1
C -1.670998 -4.376200 0.779142 0.1 0.1 0.0
C -0.310756 -4.340667 0.090494 -0.1 -0.2 0.0
C -0.295185 -5.261956 -1.135820 -0.1 0.0 0.0
C -1.662969 -5.277557 -1.840299 0.1 0.1 0.0
C -2.402801 -3.960020 -1.618909 0.0 -0.1 0.0
C -4.326709 -1.489551 -1.014924 0.3 0.1 0.2
C -3.524530 -0.953424 -2.224905 -0.1 0.1 -0.1
C -4.269112 0.143556 -2.988029 0.0 0.0 0.1
C -4.557322 1.365718 -2.099713 0.1 -0.1 0.0
C -4.755099 0.945321 -0.638173 -0.1 -0.1 -0.1
C -5.372172 -0.448607 -0.577652 0.1 0.1 0.1
C -4.177778 -2.126128 1.839417 0.2 0.0 -0.2
C -4.242320 -0.755964 2.539507 0.2 0.1 0.0
C -3.055609 -0.512606 3.471625 -0.1 -0.1 0.1
C -2.952182 -1.620342 4.513842 0.1 0.0 -0.1
C -2.742945 -2.955318 3.808217 -0.2 0.1 0.1
C -3.903859 -3.245797 2.856221 0.2 0.0 0.0
H -3.715642 -4.332211 0.054647 0.0 0.0 0.0
H -1.914630 -5.407550 1.049072 0.0 0.0 0.0
H -1.606414 -3.803617 1.703416 0.0 -0.2 -0.1
H 0.469405 -4.644999 0.793347 0.0 0.0 0.0
H -0.111198 -3.304957 -0.195241 0.0 0.0 0.1
H -0.033126 -6.276584 -0.827531 0.0 0.0 0.0
H 0.476652 -4.931342 -1.833456 0.0 -0.1 0.0
H -2.276819 -6.098582 -1.457721 0.0 0.0 0.0
H -1.532069 -5.446234 -2.909465 0.0 0.0 0.0
H -3.300428 -3.936915 -2.237231 0.0 0.1 0.0
H -1.755578 -3.139435 -1.939980 -0.1 0.0 0.0
H -4.855916 -2.412150 -1.279873 0.1 0.0 0.0
H -3.280404 -1.756593 -2.916783 0.1 0.0 0.0
H -2.585991 -0.540566 -1.857667 0.0 -0.1 0.0
H -5.202388 -0.266581 -3.383122 0.0 0.0 -0.1
H -3.660830 0.449430 -3.839558 0.0 0.0 0.0
H -5.455018 1.870274 -2.465697 0.0 0.0 0.0
H -3.730481 2.072391 -2.177737 0.0 0.0 0.0
H -5.373162 1.674249 -0.108236 0.0 0.0 0.0
H -3.785617 0.896435 -0.135421 0.0 0.1 0.0
H -6.220025 -0.495381 -1.265921 0.0 0.0 0.0
H -5.770394 -0.670273 0.411912 -0.1 0.0 0.0
H -5.159407 -2.347023 1.404528 0.0 0.0 0.0
H -5.168408 -0.706589 3.122709 0.0 0.0 0.0
H -4.270509 0.046624 1.801857 -0.1 0.0 0.1
H -3.171934 0.458155 3.954857 0.0 0.0 0.0
H -2.143601 -0.472181 2.867545 0.0 0.0 0.0
H -3.879228 -1.655863 5.095740 0.0 0.0 0.1
H -2.135847 -1.421588 5.213092 -0.1 0.0 0.1
H -2.653173 -3.772501 4.527614 0.0 0.0 0.0
H -1.804771 -2.903101 3.247289 0.0 0.0 0.1
H -4.809292 -3.350493 3.463890 0.0 0.0 0.0
H -3.753258 -4.199947 2.347612 -0.1 0.0 0.1

---

131
Properties=species:S:1:pos:R:3:forces:R:3 method="wB97M-V/def2-TZVPD" homo_lumo_gap_ha="0.21533 / 0.21535" relative_energy_kj_mol=0.00 homo_ev="-9.51 / -9.51" charge=+1
Zr -0.162284 0.042253 0.123236 0.5 0.5 0.9
I -4.473527 0.489443 -6.442732 0.3 -0.1 0.3
C -3.263882 0.144853 -4.747702 -0.3 0.1 -0.4
C -2.871501 -1.150568 -4.448569 -0.1 0.1 0.0
C -2.085028 -1.340538 -3.334665 0.6 -0.3 0.7
I -1.503844 -3.241091 -2.640682 -0.3 0.0 -0.4
C -1.661666 -0.282340 -2.510725 -0.9 0.1 -1.6
O -0.778701 -0.535227 -1.576004 -0.2 -0.2 -0.6
C -2.174364 1.003477 -2.771773 0.3 -0.3 0.3
C -2.113367 2.076443 -1.716003 -0.3 -0.1 -0.1
N -0.815988 2.233695 -1.029390 -0.2 0.1 0.6
C 0.112356 3.034838 -1.834060 0.3 -0.1 -0.1
C 1.301396 2.240049 -2.299504 -0.1 0.1 -0.1
C 1.908797 2.519735 -3.518034 0.0 0.0 0.1
C 3.099768 1.890939 -3.841844 -0.1 -0.1 0.2
C 3.630134 0.989256 -2.936897 0.0 0.2 0.1
C 2.921490 0.734601 -1.776797 0.3 0.1 0.1
N 1.774938 1.329338 -1.442700 -0.3 -0.1 -0.3
C -2.946370 1.199699 -3.908749 0.1 0.0 -0.1
H -3.183473 -1.988197 -5.052680 0.0 0.0 -0.1
H -2.835382 1.821169 -0.937241 0.0 0.2 -0.2
H -2.430945 3.030071 -2.162549 0.1 -0.1 0.1
H -1.024283 2.713068 -0.152632 0.0 0.1 -0.3
H 0.499050 3.879243 -1.249145 -0.1 -0.1 0.0
H -0.399732 3.449459 -2.709389 0.0 0.0 0.2
H 1.460721 3.227277 -4.200335 -0.1 0.1 0.0
H 3.602334 2.099033 -4.773916 0.0 0.0 -0.1
H 4.558525 0.474699 -3.127521 0.0 -0.1 0.0
H 3.301778 0.014547 -1.072484 0.0 -0.1 0.0
H -3.339683 2.181222 -4.131125 0.0 0.1 0.1
C 4.430646 0.354746 1.146327 -0.3 -0.3 -0.2
P 2.601667 0.644312 1.338986 0.8 0.9 0.9
C 2.764202 2.493323 1.235986 -0.1 -0.2 -0.1
C 2.411141 0.402182 3.146030 -0.1 -0.2 -0.1
C 3.361780 -0.244959 3.928771 0.0 0.0 0.0
C 3.102513 -0.547639 5.254498 -0.1 0.0 0.1
C 1.877004 -0.219607 5.804675 0.0 0.0 0.0
C 0.920762 0.420788 5.034599 -0.1 0.1 -0.1
C 1.172938 0.744879 3.706756 0.2 0.0 -0.2
P -0.067862 1.571126 2.626481 0.0 0.4 1.6
C 0.159623 3.334609 3.183081 0.0 -0.1 -0.5
C -1.581915 1.309822 3.606109 0.0 -0.2 -0.4
H 4.672944 -0.702368 1.052394 0.0 0.0 0.0
H 4.966959 0.784591 1.991975 -0.1 0.0 0.0
H 4.774691 0.858235 0.244132 0.0 0.0 0.0
H 3.207312 2.886805 2.150192 0.0 0.0 0.0
H 1.797130 2.956420 1.051357 0.1 0.1 0.0
H 3.418722 2.729699 0.398680 0.0 0.0 -0.1
H 4.316064 -0.538906 3.522480 0.1 0.0 -0.1
H 3.851157 -1.049037 5.850372 0.0 0.0 0.0
H 1.652614 -0.470833 6.830949 0.0 0.0 0.1
H -0.038873 0.629932 5.480572 0.0 0.1 0.0
H 0.072712 3.386036 4.265800 0.0 -0.1 0.0
H -0.647381 3.922621 2.747217 0.0 0.1 0.0
H 1.110714 3.767576 2.897012 0.1 0.0 -0.1
H -1.487345 1.758255 4.593223 0.1 0.0 0.0
H -1.806590 0.250618 3.675215 0.0 0.0 0.1
H -2.411627 1.780583 3.088704 0.0 0.0 0.0
S -0.231263 -1.653118 2.021411 -0.1 0.1 -0.5
C 1.057436 -2.700410 1.522834 0.1 0.2 0.7
N 1.164187 -3.844371 2.159112 -0.4 0.0 0.3
N 2.166838 -4.680795 2.126419 -0.5 -0.5 -0.4
C 3.541274 -4.485932 2.082450 0.9 0.3 -0.1
C 4.138065 -3.225737 2.051106 -0.2 -0.1 0.1
C 5.505598 -3.113620 2.218061 0.1 -0.1 0.0
C 6.300301 -4.237131 2.384881 0.0 0.0 0.0
C 5.713167 -5.494025 2.373292 0.1 0.1 0.0
C 4.346836 -5.621241 2.223546 -0.2 0.1 -0.1
N 1.795101 -2.526927 0.414321 0.1 0.2 -1.8
N 1.426050 -1.704492 -0.515637 -0.1 -1.2 2.2
C 2.097938 -2.008511 -1.721247 0.6 -0.2 -1.1
C 3.248083 -2.813973 -1.727354 -0.2 0.1 0.2
C 3.889568 -3.120526 -2.909141 0.0 0.0 -0.1
C 3.401877 -2.642270 -4.117252 -0.1 0.1 -0.1
C 2.271323 -1.842384 -4.124908 0.1 0.0 -0.1
C 1.637251 -1.506828 -2.943342 -0.3 -0.2 0.4
H 1.888591 -5.611180 2.419906 0.0 0.3 0.2
H 3.519857 -2.348883 1.937806 0.1 0.0 0.0
H 5.966556 -2.135846 2.221674 0.0 0.1 0.0
H 7.366242 -4.127605 2.522189 0.0 0.0 0.0
H 6.326486 -6.374088 2.495430 0.0 -0.1 0.0
H 3.888227 -6.600716 2.232669 0.0 -0.1 0.0
H 3.621188 -3.189661 -0.786289 0.1 -0.1 0.0
H 4.773564 -3.742108 -2.893987 0.0 0.0 0.0
H 3.904176 -2.884033 -5.042423 0.0 -0.1 -0.1
H 1.884734 -1.464733 -5.061022 -0.1 0.0 0.0
H 0.763946 -0.875992 -2.964095 0.1 0.0 -0.1
C -4.023886 -1.157127 4.805296 0.0 0.1 -0.4
C -4.353272 -1.344206 3.318700 -0.3 -0.5 0.4
C -3.640510 -2.579250 2.780950 0.0 0.3 0.0
C -5.863344 -1.507595 3.147630 0.3 0.1 0.0
O -3.910729 -0.165810 2.649600 0.2 0.1 -0.1
Si -3.629003 0.226622 1.092047 -0.7 0.3 0.5
O -2.078174 0.126324 0.659024 0.6 -0.1 -0.2
O -4.658305 -0.693756 0.241299 0.5 0.3 0.1
C -5.634865 -0.819027 -0.779285 -0.6 -0.1 -0.6
C -6.999675 -0.316795 -0.293281 0.4 -0.1 0.1
C -5.225494 -0.024484 -2.012455 0.1 -0.2 0.4
C -5.735875 -2.304388 -1.143479 0.1 0.3 0.2
O -3.761814 1.875180 1.019098 -0.1 -0.3 -0.1
C -4.701146 2.865111 1.418894 -0.3 0.6 0.0
C -5.268671 3.500480 0.144500 0.1 -0.2 0.2
C -5.817607 2.300905 2.288581 0.3 -0.1 -0.1
C -3.940583 3.943504 2.204202 -0.1 -0.3 -0.1
H -4.565060 -1.890851 5.397999 0.0 -0.1 0.1
H -4.316429 -0.159023 5.125109 -0.1 0.1 0.1
H -2.956782 -1.280300 4.982281 0.1 0.0 0.0
H -3.911357 -3.450648 3.371425 0.0 -0.1 0.0
H -2.563478 -2.442468 2.825134 0.0 -0.1 0.1
H -3.917451 -2.747400 1.743751 -0.1 -0.1 -0.2
H -6.200641 -2.397603 3.672597 -0.1 -0.1 0.1
H -6.094740 -1.617760 2.094117 -0.1 0.0 -0.1
H -6.391072 -0.642195 3.543268 -0.1 0.1 0.0
H -6.999884 0.769258 -0.223069 -0.1 0.1 0.0
H -7.251619 -0.733663 0.678006 0.0 0.0 0.1
H -7.768182 -0.618506 -1.000832 -0.1 0.0 -0.1
H -5.114229 1.027988 -1.758066 0.0 0.1 0.0
H -5.971645 -0.127419 -2.796911 -0.1 0.0 -0.1
H -4.276116 -0.399760 -2.374405 0.0 -0.1 -0.1
H -6.081174 -2.887946 -0.292550 0.0 -0.1 0.1
H -4.768071 -2.685913 -1.463932 0.1 0.0 0.0
H -6.447615 -2.426927 -1.956628 -0.1 -0.1 -0.1
H -5.688316 2.734361 -0.503255 -0.1 -0.1 0.0
H -4.474824 4.010830 -0.399217 0.1 0.1 -0.1
H -6.049461 4.218894 0.381193 -0.1 0.1 0.0
H -6.413936 1.586086 1.730071 -0.1 -0.1 0.0
H -6.460246 3.106955 2.633929 -0.1 0.1 0.0
H -5.390640 1.788257 3.145579 0.0 0.0 0.1
H -3.016836 4.201281 1.686796 0.0 0.1 -0.1
H -3.693421 3.597502 3.204960 0.0 0.0 0.1
H -4.555618 4.836127 2.289660 0.0 0.1 0.1